No. 1
{
  "formula": "C5H8N2",
  "method": "ωB97M-V/def2-TZVPD",
  "fmax_ev_per_a": 1.762,
  "relative_energy_kcal_mol": 90.2,
  "homo_lumo_gap_ev": 8.7,
  "e_homo_ev": -8.04,
  "species": ["C", "C", "N", "C", "C", "C", "N", "H", "H", "H", "H", "H", "H", "H", "H"],
  "coordinates": [[-0.9268, 1.4812, 0.8150], [-0.6142, -1.0435, 0.8591], [-0.9126, 0.2178, 0.0421], [0.2799, -0.6575, -0.2643], [1.6946, -0.1344, -0.1164], [0.0901, -1.4034, -1.5141], [-0.0642, -2.1424, -2.4011], [-1.1034, 1.1942, 1.8539], [0.0064, 2.0488, 0.7365], [-1.7538, 2.0966, 0.4454], [-1.3093, -1.8160, 0.5146], [-1.5565, 0.2397, -0.7491], [1.7813, 0.5190, 0.7549], [2.3605, -0.9915, 0.0430], [2.0279, 0.3916, -1.0196]]
}

=====

No. 2
{
  "formula": "C5H8N2",
  "method": "ωB97M-V/def2-TZVPD",
  "fmax_ev_per_a": 3.742,
  "relative_energy_kcal_mol": 119.4,
  "homo_lumo_gap_ev": [8.3, 8.3],
  "e_homo_ev": [-8.05, -8.06],
  "species": ["C", "C", "C", "C", "C", "N", "N", "H", "H", "H", "H", "H", "H", "H", "H"],
  "coordinates": [[-1.4165, 1.5433, -0.5713], [1.2974, -0.3531, -0.5021], [1.0975, -0.9792, -1.8105], [-0.4117, -0.0559, 2.4593], [-0.9128, 0.5681, -1.4877], [-1.7962, 2.1625, 0.3379], [0.2232, 0.0056, -1.1804], [2.1381, -0.0548, 0.0183], [-0.0255, -0.8189, 1.8697], [1.8428, -0.7856, -2.6853], [0.8081, -1.9818, -1.9253], [-1.3423, -0.3504, 2.7756], [-0.3326, 0.7947, 1.7580], [0.3309, 0.1382, 3.2614], [-1.5002, 0.1673, -2.3175]]
}

=====

No. 3
{
  "formula": "C5H8N2",
  "method": "ωB97M-V/def2-TZVPD",
  "smiles": "Cc1cnn(C)c1",
  "fmax_ev_per_a": 3.220,
  "relative_energy_kcal_mol": 39.2,
  "homo_lumo_gap_ev": 9.7,
  "e_homo_ev": -8.71,
  "species": ["C", "C", "C", "N", "N", "C", "C", "H", "H", "H", "H", "H", "H", "H", "H"],
  "coordinates": [[2.3922, -0.3566, 0.1449], [1.0008, 0.1480, -0.0254], [0.4488, 1.3722, 0.4251], [-0.8573, 1.4296, 0.2393], [-1.1623, 0.2480, -0.2972], [-2.5414, -0.2959, -0.0924], [-0.0756, -0.5208, -0.5514], [3.1175, 0.3127, -0.3202], [2.5016, -1.3553, -0.2891], [2.6406, -0.4285, 1.2110], [0.9359, 2.1890, 0.9347], [-2.6873, -0.0009, -1.1171], [-3.0585, 0.2592, 0.7047], [-2.4933, -1.3432, 0.2657], [-0.1536, -1.4602, -1.0929]]
}

=====

No. 4
{
  "formula": "C5H8N2",
  "method": "ωB97M-V/def2-TZVPD",
  "fmax_ev_per_a": 1.132,
  "relative_energy_kcal_mol": 38.8,
  "homo_lumo_gap_ev": 10.7,
  "e_homo_ev": -9.89,
  "species": ["C", "C", "C", "N", "C", "C", "N", "H", "H", "H", "H", "H", "H", "H", "H"],
  "coordinates": [[-0.7644, -0.5482, -1.2610], [-0.5270, -0.5537, 0.2676], [0.9199, -1.0171, 0.5110], [1.3085, 0.3520, 0.1011], [0.0466, 0.8182, 0.6946], [-0.6444, 2.0146, 0.1962], [-1.2969, 2.9120, -0.1323], [0.1930, -0.6422, -1.7872], [-1.4124, -1.3609, -1.5903], [-1.1901, 0.4021, -1.6015], [-1.3310, -0.9627, 0.8910], [1.2736, -1.8489, -0.1044], [1.1386, -1.2175, 1.5719], [2.1723, 0.7402, 0.4524], [0.1137, 0.9119, 1.7910]]
}

=====

No. 5
{
  "formula": "C5H8N2",
  "method": "ωB97M-V/def2-TZVPD",
  "smiles": "C[C@@]1(CC#N)CN1",
  "fmax_ev_per_a": 1.130,
  "relative_energy_kcal_mol": 28.8,
  "homo_lumo_gap_ev": 10.9,
  "e_homo_ev": -9.99,
  "species": ["C", "C", "C", "C", "N", "C", "N", "H", "H", "H", "H", "H", "H", "H", "H"],
  "coordinates": [[1.0933, -0.8259, 0.6576], [0.0468, 0.1884, 0.2536], [0.2364, 0.7832, -1.1368], [-0.1370, -0.1998, -2.1599], [-0.4631, -1.0132, -2.9153], [-1.3437, 0.0180, 0.7219], [-0.5275, 1.1348, 1.2050], [1.0384, -1.6984, -0.0038], [2.1059, -0.4120, 0.5850], [0.9380, -1.1741, 1.6841], [1.2730, 1.1012, -1.2990], [-0.3987, 1.6687, -1.2361], [-1.5426, -0.8138, 1.3961], [-2.1740, 0.2887, 0.0726], [-0.2128, 0.9574, 2.1540]]
}

=====

No. 6
{
  "formula": "C5H8N2",
  "method": "ωB97M-V/def2-TZVPD",
  "smiles": "C/N=C/C1=N[C@@H]1C",
  "fmax_ev_per_a": 0.500,
  "relative_energy_kcal_mol": 59.4,
  "homo_lumo_gap_ev": 10.0,
  "e_homo_ev": -9.73,
  "species": ["C", "N", "C", "C", "N", "C", "C", "H", "H", "H", "H", "H", "H", "H", "H"],
  "coordinates": [[-2.4362, -0.9546, -1.2442], [-1.1976, -0.4208, -0.7312], [-0.5884, -1.0712, 0.1705], [0.6961, -0.5465, 0.6199], [1.6079, -0.6959, 1.4749], [1.7835, 0.3668, 0.3889], [1.7288, 1.8273, 0.7574], [-2.6615, -1.9745, -0.8994], [-2.3774, -0.9454, -2.3369], [-3.2567, -0.2870, -0.9610], [-0.9454, -2.0154, 0.6064], [2.5063, 0.1075, -0.3872], [1.0205, 1.9983, 1.5741], [2.7140, 2.1881, 1.0717], [1.4060, 2.4233, -0.1040]]
}

=====

No. 7
{
  "formula": "C5H8N2",
  "method": "ωB97M-V/def2-TZVPD",
  "fmax_ev_per_a": 1.152,
  "relative_energy_kcal_mol": 71.7,
  "homo_lumo_gap_ev": [7.5, 7.5],
  "e_homo_ev": [-6.80, -6.80],
  "species": ["C", "C", "C", "N", "C", "C", "N", "H", "H", "H", "H", "H", "H", "H", "H"],
  "coordinates": [[1.4104, 1.2497, 0.4467], [1.1755, -0.1160, -0.1219], [-0.2898, -1.9339, -0.6732], [-0.0133, -0.6505, -0.3949], [-1.1901, 0.2361, -0.3604], [-1.7023, 0.4165, 1.0041], [-2.1199, 0.5930, 2.0674], [0.5319, 1.6862, 0.9331], [1.7741, 1.9722, -0.2993], [2.1776, 1.1880, 1.2272], [2.0089, -0.8009, -0.2312], [-1.2650, -2.1887, -1.0565], [0.5204, -2.6491, -0.6396], [-0.9245, 1.2085, -0.7829], [-1.9687, -0.2047, -0.9850]]
}

=====

No. 8
{
  "formula": "C5H8N2",
  "method": "ωB97M-V/def2-TZVPD",
  "smiles": "Cc1ccn(C)n1",
  "fmax_ev_per_a": 0.222,
  "relative_energy_kcal_mol": 10.8,
  "homo_lumo_gap_ev": 10.0,
  "e_homo_ev": -8.93,
  "species": ["C", "C", "C", "C", "N", "C", "N", "H", "H", "H", "H", "H", "H", "H", "H"],
  "coordinates": [[-2.4168, -0.6843, 0.1647], [-1.0565, -0.0747, 0.0239], [-0.7137, 1.2758, -0.2178], [0.6622, 1.2887, -0.2203], [1.0661, 0.0186, 0.0084], [2.4183, -0.4732, 0.1608], [0.0314, -0.8237, 0.1597], [-3.1136, -0.2943, -0.5840], [-2.8398, -0.4735, 1.1530], [-2.3520, -1.7692, 0.0499], [-1.3815, 2.1147, -0.3624], [1.3767, 2.0885, -0.3654], [2.9830, -0.3889, -0.7725], [2.3436, -1.5230, 0.4411], [2.9372, 0.0738, 0.9535]]
}